Record 1
Here is a cluster of 11 separate species, C42H81N3O34S in total at a distorted geometry from OMol25. Energies are from wB97M-V/def2-TZVPD.

```
161
Properties=species:S:1:pos:R:3:mulliken_charge:R:1
C -3.74 1.96 2.59 -0.738
C -2.99 0.50 2.33 -0.200
O -3.13 0.09 0.90 -0.317
C -2.82 -1.35 0.91 -0.305
N -2.13 -1.68 -0.40 0.928
N -2.04 -3.04 -0.63 -0.745
C -0.82 -3.41 -0.07 0.326
S 0.55 -3.76 0.93 -0.098
C -2.71 -0.91 -1.57 0.315
O -4.01 -1.05 -1.93 -0.686
O -1.89 0.04 -2.38 -0.231
C -0.48 0.02 -1.96 0.009
C 0.52 0.85 -3.01 -0.585
C 2.02 0.99 -2.28 -0.202
C 3.24 0.38 -3.20 -0.801
N 3.60 -1.06 -2.90 0.143
C 2.40 -1.98 -2.86 -0.582
C 4.50 -1.21 -1.70 0.494
C 4.04 -1.57 -0.16 -0.591
O 5.83 -1.07 -1.93 -0.610
H -4.49 2.21 1.73 0.261
H -4.38 1.82 3.57 0.086
H -2.96 2.82 2.77 0.271
H -3.43 -0.32 3.06 0.267
H -1.83 0.59 2.60 0.215
H -3.76 -2.04 1.14 0.244
H -2.01 -1.52 1.77 0.180
H -0.13 -1.10 -2.02 -0.120
H -0.28 0.50 -0.90 0.186
H 0.59 0.26 -4.04 0.258
H 0.02 1.89 -3.22 0.344
H 2.21 2.17 -2.23 0.378
H 2.00 0.62 -1.17 0.166
H 3.04 0.52 -4.35 0.276
H 4.21 1.02 -2.95 0.323
H 1.62 -1.64 -3.69 0.281
H 1.84 -2.01 -1.82 0.061
H 2.78 -3.08 -3.06 0.260
H 4.97 -2.04 0.40 0.267
H 3.17 -2.36 -0.12 0.065
H 3.69 -0.62 0.43 0.271
C -6.48 4.67 5.54 -0.585
O -6.14 4.59 6.92 -0.333
C -5.42 3.49 7.25 0.845
O -5.06 2.61 6.49 -0.508
O -5.16 3.54 8.59 -0.326
C -4.41 2.44 9.08 -0.392
H -7.06 5.59 5.39 0.215
H -5.58 4.72 4.92 0.285
H -7.10 3.82 5.24 0.256
H -3.42 2.40 8.61 0.251
H -4.95 1.50 8.93 0.100
H -4.26 2.58 10.16 0.237
C -6.75 -0.03 7.41 -0.636
O -7.87 -0.81 6.99 -0.317
C -9.07 -0.18 7.10 0.799
O -9.24 0.96 7.52 -0.563
O -10.04 -1.02 6.67 -0.374
C -11.36 -0.49 6.74 -0.785
H -5.85 -0.64 7.27 0.332
H -6.66 0.87 6.79 0.239
H -6.84 0.22 8.47 0.281
H -11.45 0.40 6.10 0.371
H -11.62 -0.25 7.77 0.324
H -12.05 -1.25 6.37 0.245
C 0.94 -2.59 4.45 -0.172
O 1.21 -1.20 4.62 -0.225
C 1.05 -0.75 5.90 0.711
O 0.70 -1.43 6.85 -0.538
O 1.34 0.57 5.92 -0.307
C 1.21 1.18 7.20 -0.565
H 1.10 -2.83 3.39 -0.322
H 1.62 -3.19 5.05 0.349
H -0.11 -2.81 4.69 0.314
H 1.90 0.72 7.92 0.290
H 0.17 1.11 7.56 0.234
H 1.46 2.24 7.11 0.228
C 7.17 -3.85 -0.55 -0.257
O 7.51 -3.93 0.83 -0.286
C 8.23 -5.03 1.16 0.759
O 8.59 -5.91 0.40 -0.559
O 8.48 -4.98 2.49 -0.309
C 9.24 -6.08 2.99 -0.547
H 6.59 -2.93 -0.71 -0.199
H 8.07 -3.80 -1.17 0.267
H 6.54 -4.70 -0.85 0.329
H 10.22 -6.12 2.51 0.262
H 8.70 -7.02 2.84 0.280
H 9.38 -5.94 4.06 0.222
C -2.79 2.45 -8.23 -0.599
O -2.84 2.15 -6.83 -0.273
C -3.33 0.92 -6.54 0.690
O -3.72 0.09 -7.35 -0.552
O -3.33 0.78 -5.19 -0.258
C -3.82 -0.48 -4.74 -0.503
H -2.38 3.46 -8.35 0.215
H -2.13 1.75 -8.75 0.291
H -3.80 2.43 -8.66 0.293
H -3.20 -1.30 -5.12 0.319
H -4.87 -0.62 -5.03 0.352
H -3.77 -0.49 -3.64 0.038
C -1.57 2.64 -14.30 -0.601
O -1.30 4.03 -14.12 -0.327
C -1.46 4.48 -12.85 0.774
O -1.81 3.80 -11.89 -0.520
O -1.17 5.80 -12.83 -0.304
C -1.30 6.41 -11.54 -0.539
H -1.41 2.40 -15.35 0.216
H -0.89 2.03 -13.69 0.284
H -2.62 2.42 -14.05 0.285
H -0.61 5.95 -10.83 0.263
H -2.34 6.34 -11.18 0.305
H -1.05 7.46 -11.64 0.167
C -12.82 1.31 -0.11 -0.618
O -12.47 1.23 1.27 -0.311
C -11.75 0.13 1.60 0.737
O -11.40 -0.75 0.84 -0.536
O -11.50 0.18 2.93 -0.249
C -10.74 -0.93 3.43 -0.241
H -13.39 2.23 -0.27 0.221
H -11.91 1.36 -0.73 0.289
H -13.44 0.46 -0.41 0.287
H -9.76 -0.96 2.95 0.315
H -11.28 -1.87 3.28 0.313
H -10.60 -0.78 4.50 -0.170
C 13.79 0.00 -0.01 -0.610
O 13.58 -1.37 0.35 -0.322
C 12.29 -1.78 0.24 0.717
O 11.35 -1.10 -0.11 -0.540
O 12.24 -3.09 0.61 -0.322
C 10.93 -3.66 0.55 -0.576
H 14.85 0.22 0.11 0.216
H 13.52 0.17 -1.06 0.288
H 13.22 0.66 0.65 0.286
H 10.54 -3.63 -0.47 0.292
H 10.25 -3.14 1.24 0.354
H 11.01 -4.70 0.87 0.188
C 6.42 -10.29 5.67 -0.587
O 6.89 -10.00 6.99 -0.309
C 7.76 -8.96 7.05 0.786
O 8.15 -8.30 6.10 -0.526
O 8.12 -8.79 8.34 -0.309
C 9.04 -7.73 8.56 -0.590
H 5.73 -11.14 5.74 0.211
H 5.88 -9.44 5.25 0.276
H 7.25 -10.58 5.02 0.279
H 8.61 -6.77 8.26 0.279
H 9.98 -7.91 8.03 0.279
H 9.26 -7.68 9.63 0.212
C 1.68 10.83 -10.01 -0.597
O 1.63 10.53 -8.61 -0.309
C 1.14 9.30 -8.32 0.789
O 0.75 8.47 -9.13 -0.534
O 1.14 9.15 -6.97 -0.304
C 0.65 7.90 -6.51 -0.596
H 2.09 11.83 -10.12 0.214
H 2.34 10.13 -10.53 0.283
H 0.68 10.81 -10.44 0.280
H 1.27 7.08 -6.89 0.277
H -0.40 7.76 -6.81 0.281
H 0.70 7.89 -5.42 0.215
```

HOMO-LUMO gap   7.7 eV
Structure (SMILES)   CCOCN(N=C=S)C(=O)OCCCCN(C)C(C)=O.COC(=O)OC.COC(=O)OC.COC(=O)OC.COC(=O)OC.COC(=O)OC.COC(=O)OC.COC(=O)OC.COC(=O)OC.COC(=O)OC.COC(=O)OC
Charge   0
E_tot   -129776.1247 eV

Record 2
Here is an isolated molecule of C21H22ClNO4 at a distorted geometry from OMol25. Energies are from wB97M-V/def2-TZVPD.

```
49
Properties=species:S:1:pos:R:3:mulliken_charge:R:1
C -3.49 2.03 -3.11 -1.420
C -2.07 1.50 -3.17 -0.152
O -1.66 0.99 -1.87 -0.406
C -0.35 0.60 -1.72 -0.468
C -0.03 0.32 -0.39 0.306
C 1.25 -0.09 0.02 -0.642
C 1.55 -0.25 1.51 0.328
C 1.02 0.95 2.29 -0.620
C -0.04 0.84 3.15 0.611
C -0.52 2.09 3.92 -0.877
C -0.19 3.43 3.25 -0.641
C 1.20 3.49 2.70 -0.756
C 1.65 2.23 2.03 0.470
O 2.66 2.26 1.35 -0.619
N -0.71 -0.36 3.38 -0.688
C -0.29 -1.50 2.86 0.225
C -0.98 -2.78 3.28 -0.827
C -0.02 -3.99 3.39 -0.672
C 1.42 -3.59 3.71 -0.736
C 1.90 -2.56 2.67 0.037
O 3.02 -2.70 2.24 -0.583
C 0.91 -1.60 1.97 0.191
C 2.26 -0.14 -0.96 -0.614
C 1.97 0.11 -2.33 0.230
Cl 3.31 0.02 -3.45 -0.283
C 0.67 0.41 -2.73 0.773
O 0.42 0.59 -4.06 -0.561
H -3.55 2.83 -2.36 0.335
H -3.80 2.38 -4.08 0.404
H -4.16 1.23 -2.78 0.333
H -1.39 2.36 -3.51 0.324
H -2.06 0.69 -3.89 0.306
H -0.82 0.41 0.34 0.448
H 2.62 -0.32 1.67 0.950
H -0.11 2.06 4.94 0.334
H -1.58 2.04 4.06 0.384
H -0.92 3.52 2.38 0.257
H -0.34 4.26 3.94 0.336
H 1.89 3.74 3.48 0.323
H 1.25 4.29 1.96 0.346
H -1.77 -2.94 2.59 0.292
H -1.38 -2.63 4.28 0.367
H -0.40 -4.67 4.17 0.388
H -0.01 -4.55 2.46 0.326
H 1.45 -3.10 4.72 0.314
H 2.10 -4.47 3.71 0.373
H 0.58 -2.11 1.04 0.515
H 3.31 -0.31 -0.72 0.457
H 1.24 0.50 -4.59 0.282
```

HOMO-LUMO gap   7.9 eV
Structure (SMILES)   CCOc1cc([C@H]2C3=C(CCCC3=O)N=C3CCCC(=O)[C@@H]32)cc(Cl)c1O
Energy above the lowest of the compared OMol25 structures with the same formula, charge and spin   2.2343 eV
Charge   0
E_tot   -44335.6326 eV

Record 3
Here is a cluster of 2 separate species, C3H12N2P in total at a distorted geometry from OMol25. Energies are from wB97M-V/def2-TZVPD.

```
18
Properties=species:S:1:pos:R:3:mulliken_charge:R:1
C 0.89 -1.55 -0.50 -0.963
C 1.75 0.21 0.93 -0.912
C -3.13 1.14 0.51 -0.468
N 0.76 0.66 -1.24 -0.635
N 0.78 -0.17 -0.09 0.134
P -1.76 0.19 0.21 0.433
H 0.10 -1.78 -1.22 0.342
H 1.85 -1.74 -0.99 0.407
H 0.81 -2.21 0.36 0.333
H 1.59 1.26 1.20 0.319
H 1.61 -0.41 1.81 0.334
H 2.77 0.09 0.57 0.331
H -3.49 1.26 1.52 0.274
H -3.41 1.92 -0.19 0.272
H 1.60 0.55 -1.81 0.261
H 0.70 1.63 -0.96 0.265
H -1.65 -0.11 -1.13 0.140
H -1.79 -0.94 1.01 0.134
```

HOMO-LUMO gap (spin up / spin down)   7.7 / 7.7 eV
Energy above the lowest of the compared OMol25 structures with the same formula, charge and spin   3.9343 eV
Charge   +1
E_tot   -15564.6867 eV

Record 4
Here is an isolated molecule of C3H4OS at a distorted geometry from OMol25. Energies are from wB97M-V/def2-TZVPD.

```
9
Properties=species:S:1:pos:R:3:mulliken_charge:R:1
C 3.33 -0.40 -0.15 0.253
C 0.72 0.73 0.45 -0.346
C -0.44 0.16 -0.26 -0.649
O 3.26 -1.52 0.11 -0.253
S 2.26 0.99 -0.13 -0.147
H 0.74 0.78 1.54 0.373
H -0.42 -0.96 -0.28 0.242
H -0.42 0.51 -1.31 0.267
H -1.22 0.64 0.31 0.259
```

HOMO-LUMO gap (spin up / spin down)   7.5 / 8.2 eV
Energy above the lowest of the compared OMol25 structures with the same formula, charge and spin   2.7271 eV
Charge   0
E_tot   -16055.3827 eV

Record 5
Here is a cluster of 7 separate species, C8H22O6 in total at a distorted geometry from OMol25. Energies are from wB97M-V/def2-TZVPD.

```
36
Properties=species:S:1:pos:R:3:mulliken_charge:R:1
C -2.72 1.45 -2.25 -1.066
C -1.19 1.71 -2.16 -1.022
C -0.52 0.82 -1.13 0.892
C -0.31 1.23 0.17 -0.746
C 0.25 0.37 1.11 -0.019
C 0.61 -0.93 0.80 -1.054
C 0.34 -1.34 -0.52 -0.113
C -0.24 -0.52 -1.46 -1.094
H -2.99 0.76 -1.45 0.310
H -3.01 1.05 -3.22 0.276
H -3.18 2.42 -2.10 0.319
H -0.57 1.55 -3.06 0.399
H -0.99 2.77 -2.00 0.463
H -0.59 2.22 0.48 0.383
H 0.34 0.73 2.12 0.355
H 1.10 -1.63 1.45 0.886
H 0.60 -2.36 -0.78 0.381
H -0.41 -0.87 -2.47 0.474
O -2.46 -2.70 -0.55 -0.670
H -2.30 -1.77 -0.77 0.305
H -2.90 -2.95 -1.38 0.314
O 3.38 1.67 -1.81 -0.684
H 3.53 0.91 -1.24 0.386
H 2.57 1.76 -2.31 0.308
O 3.91 -0.13 0.28 -0.722
H 3.68 -0.90 -0.26 0.381
H 3.05 0.01 0.72 0.350
O -3.27 -1.54 1.85 -0.674
H -3.08 -1.89 0.97 0.393
H -3.04 -2.21 2.50 0.293
O 2.23 2.28 0.90 -0.565
H 2.68 3.13 1.01 0.238
H 2.50 1.84 0.09 0.293
O -0.52 -1.82 3.99 -0.629
H -0.29 -0.90 4.18 0.314
H -0.02 -1.99 3.18 0.345
```

HOMO-LUMO gap   9.9 eV
Structure (SMILES)   CCc1ccccc1.O.O.O.O.O.O
Energy above the lowest of the compared OMol25 structures with the same formula, charge and spin   0.4325 eV
Charge   0
E_tot   -20937.5739 eV